1.
DFT (the ωB97M-V functional and the def2-TZVPD basis) results for a gas-phase ion, C6H12NO (charge +1) at a distorted geometry.

Structure (XYZ):
```
20
C6H12NO, DFT the ωB97M-V functional and the def2-TZVPD basis
H 1.5922 3.1037 0.7048
C -0.7651 -1.3148 -0.2609
C 1.0232 2.2358 0.3824
H 0.3632 2.0657 1.2545
N -1.6458 -2.0175 0.6492
O 0.2359 2.4276 -0.8040
C 1.3804 -0.0845 -0.6568
H 0.9176 0.3141 -1.5721
H 0.2897 3.3712 -0.9454
H -1.2151 -1.0535 -1.2093
H -3.6566 -2.6892 0.8071
H -3.2620 -1.4470 -0.4423
H 2.2040 -0.6486 -1.1312
H 2.3857 0.6855 1.0610
H 0.8936 -1.1962 1.0648
C 2.0362 1.0884 0.1129
H 2.8893 1.4146 -0.4739
C 0.4117 -0.8591 0.1463
C -2.9009 -2.0188 0.4069
H -1.3524 -2.6080 1.4244
```

Computed properties:
**SMILES**: C=[NH+]/C=C/CCCO
**DFT total energy**: -9945.65313 eV
**Relative energy (zero: lowest compared OMol25 entry of this formula, charge and spin)**: 33.48 kcal/mol
**2S+1**: 1
**Net charge**: +1

Results of the Löwdin charge analysis, in e, for atoms 1 through 8:
1 H 0.12
2 C -0.05
3 C -0.24
4 H 0.12
5 N 0.07
6 O -0.07
7 C -0.20
8 H 0.12


2.
DFT (the ωB97M-V functional and the def2-TZVPD basis) results for 2 unconnected molecules or ions with the total composition C6H12NO3 at a distorted geometry.

Structure (XYZ):
```
22
C6H12NO3, DFT the ωB97M-V functional and the def2-TZVPD basis
O -1.8569 -0.3515 2.8752
H 1.0883 0.6286 -3.8064
C 1.7712 0.4389 -0.5522
H -0.1299 1.1023 0.7232
C -1.6190 -0.1407 1.7026
H -1.6516 -1.6734 -1.4366
H 2.3979 -0.8592 -2.0197
H -0.5068 1.4717 2.3415
H 0.1371 -0.4284 -2.8364
H -0.3767 -0.8965 -0.3345
C -2.3255 -0.9091 0.6100
H -2.8739 -0.1968 -0.1167
C 0.8525 0.4980 -2.9152
H 2.9416 0.8406 -2.3706
O 2.2500 -0.4231 0.2452
O 1.0132 1.4290 -0.3471
H 0.3128 1.3851 -2.4838
N -0.7994 0.9011 1.5312
C -1.2613 -1.4873 -0.3985
H -3.0748 -1.5721 1.0630
C 2.0938 0.1227 -2.0430
H -0.9874 -2.4804 -0.0505
```

Computed properties:
**DFT total energy**: -14050.30138 eV
**Relative energy (zero: lowest compared OMol25 entry of this formula, charge and spin)**: 39.55 kcal/mol
**2S+1**: 1
**Net charge**: -1

Results of the Löwdin charge analysis, in e, for atoms 1 through 8:
1 O -0.02
2 H -0.05
3 C -0.71
4 H 0.05
5 C -0.61
6 H 0.08
7 H 0.05
8 H 0.12